[1]
Molecular formula: FHINS
Method: DFT, wB97M-V/def2-TZVPD

Calculated values
**Expectation value of S²**: 2.02
**Relative energy (zero: lowest compared OMol25 entry of this formula, charge and spin)**: 0.00 kJ/mol
**Multiplicity**: 3
**F_max**: 9.39 eV Å⁻¹
**DFT total energy**: -23154.9308 eV

```
5
Properties=species:S:1:pos:R:3:forces:R:3:lowdin_charge:R:1
N -1.623457 -1.034168 0.546404 4.250 -7.428 0.286 -0.39
F -1.386453 1.219846 -0.642781 -1.018 -1.256 1.314 -0.44
S -2.316533 0.205277 0.487376 -3.213 8.680 -1.598 0.83
I 3.439090 -0.397337 -0.027705 -0.620 0.161 -0.131 0.35
H 1.887354 0.006383 -0.363294 0.601 -0.156 0.129 -0.35
```
Forces are in eV/Å.

[2]
Molecular formula: C21H37Br9O12S2
Method: DFT, wB97M-V/def2-TZVPD

Calculated values
**F_max**: 5.75 eV Å⁻¹
**DFT total energy**: -698994.1738 eV

```
81
Properties=species:S:1:pos:R:3:forces:R:3:lowdin_charge:R:1
O -4.408699 2.310872 1.581649 2.141 -0.261 0.339 0.10
C -3.241919 1.968562 1.607299 -1.237 -0.542 0.638 -0.42
O -2.432119 2.087092 2.733339 -1.301 0.903 -0.322 0.00
C -1.092409 1.663472 2.537179 -0.589 -1.533 -0.942 -0.15
C -1.056499 1.211272 1.061309 0.889 -0.442 -1.290 -0.16
C -2.470309 1.223592 0.529129 -0.750 0.974 0.229 -0.09
H -0.956339 0.707772 3.043349 -0.024 0.289 0.775 0.12
H -0.377469 2.379922 2.941729 -0.175 0.185 -0.501 0.13
H -0.719549 0.176322 1.002699 0.453 0.182 0.080 0.11
H -0.463359 1.785862 0.349879 0.391 0.175 0.505 0.11
H -2.915739 0.250842 0.320679 -0.026 -0.051 0.462 0.13
H -2.611849 1.771692 -0.402351 0.224 0.120 0.021 0.13
O -10.845039 -4.357528 -1.031771 0.825 -4.340 -2.534 0.18
C -11.035909 -3.372118 -0.461471 -0.803 2.036 -1.418 -0.64
O -11.225359 -3.346828 0.804189 -0.074 1.637 5.193 0.07
C -10.957599 -1.991398 1.354619 1.402 0.481 -1.776 -0.07
C -10.620149 -1.161048 0.043219 -0.329 0.181 0.952 -0.15
C -11.153639 -2.038348 -1.045241 -0.893 2.396 -1.027 -0.11
H -10.034169 -1.938108 1.931279 -0.087 -0.931 0.229 0.11
H -11.713309 -1.547848 2.002889 -0.596 -0.632 -0.515 0.12
H -9.550579 -1.067648 -0.144871 0.036 0.397 0.672 0.12
H -11.144789 -0.207168 0.097639 0.507 0.156 -0.142 0.11
H -10.752599 -1.860718 -2.043101 0.567 -0.510 0.258 0.13
H -12.176309 -1.686778 -1.181811 -0.550 -0.866 0.109 0.13
O 3.249581 -5.860698 -2.143891 0.196 -1.958 -0.965 0.09
C 3.469731 -6.709958 -3.007781 -2.275 4.681 2.441 -0.49
O 4.686381 -7.158358 -3.197341 0.772 -0.700 0.436 0.08
C 4.690551 -7.766108 -4.443881 1.349 -1.041 -2.446 -0.22
C 3.312251 -8.192658 -4.726121 -2.565 -1.629 0.367 -0.18
C 2.487161 -7.045018 -4.116141 1.503 -0.926 -0.612 -0.05
H 5.346751 -8.633408 -4.516761 0.368 0.275 0.446 0.14
H 4.990141 -7.050988 -5.210001 0.363 0.270 0.039 0.13
H 3.110101 -9.095138 -4.149251 0.018 -0.118 0.457 0.12
H 3.061251 -8.568108 -5.718161 0.322 0.785 -0.356 0.12
H 1.458201 -7.204108 -3.793581 0.337 -0.060 -0.013 0.13
H 2.570451 -6.233718 -4.839291 -0.388 0.423 0.213 0.13
O 1.314341 0.513462 -5.731801 -0.637 0.960 -1.142 -0.30
S 0.933491 1.199652 -6.955601 0.040 -1.445 0.362 0.61
O -0.305789 1.938452 -7.060541 1.001 -0.366 0.262 -0.29
O 2.165181 2.136972 -7.383301 -1.392 0.754 0.221 -0.27
C 2.035271 3.549362 -6.999471 1.913 1.387 0.195 -0.24
C 3.490501 4.048682 -7.104601 -0.305 -0.562 0.173 -0.08
C 0.963091 -0.017908 -8.301691 -0.344 0.746 0.260 -0.11
H 1.663781 3.749612 -5.994491 -0.129 -0.855 0.092 0.12
H 1.471721 4.222602 -7.645441 -0.587 -0.989 -0.539 0.12
H 3.634781 5.104692 -6.876281 -0.382 0.027 -0.081 0.08
H 3.800101 3.851662 -8.130971 0.317 0.089 0.093 0.08
H 4.108931 3.486632 -6.404781 0.117 -0.064 -0.172 0.08
H 1.881121 -0.604968 -8.327941 -0.003 0.374 0.043 0.07
H 0.756291 0.559232 -9.202931 0.347 -0.148 -0.087 0.07
H 0.110931 -0.681768 -8.156081 0.041 0.096 0.322 0.07
O 7.502051 -2.803508 8.212629 0.693 0.433 -1.348 -0.29
S 7.757131 -2.040908 7.014709 -0.760 1.779 -2.009 0.70
O 8.387561 -0.701148 7.068539 -0.629 -3.019 -0.170 -0.33
O 8.489221 -3.063358 5.855899 -0.226 1.878 1.423 -0.29
C 9.251451 -2.460708 4.729569 -1.509 -0.848 -0.958 -0.23
C 8.713041 -3.073278 3.432039 -0.293 -0.761 0.440 -0.09
C 6.100851 -1.766738 6.134269 0.434 -0.736 1.450 -0.10
H 10.265511 -2.860398 4.732929 0.158 0.887 0.962 0.12
H 9.048341 -1.393788 4.637299 0.870 0.071 0.782 0.11
H 8.467571 -4.105998 3.679689 -0.063 -0.157 -0.227 0.08
H 9.505791 -3.118268 2.685299 -0.102 0.249 -0.090 0.08
H 7.812961 -2.615058 3.022179 0.119 0.161 0.068 0.07
H 6.179271 -1.524248 5.074489 0.287 -0.075 0.273 0.06
H 5.520231 -1.035058 6.696069 0.625 0.560 -0.064 0.06
H 5.504501 -2.655248 6.341679 0.394 -0.425 -0.535 0.06
C -6.740379 3.185432 8.739299 0.509 -0.080 0.139 -1.51
Br -7.701749 4.586242 7.795149 0.140 -0.602 0.447 0.55
Br -7.772359 1.462932 8.874769 0.752 1.543 0.278 0.51
Br -5.858169 3.943922 10.396069 -1.015 -0.859 -0.999 0.49
H -5.874039 2.935382 8.126899 -0.385 -0.002 0.129 -0.04
C 4.984461 6.987922 2.784429 1.424 -0.423 -0.312 -1.52
Br 6.139761 8.368142 3.612549 -1.048 -0.179 -0.634 0.52
Br 6.082431 5.351932 2.974939 -0.836 0.164 0.247 0.48
Br 4.645711 7.129192 0.869769 -0.016 0.538 0.590 0.54
H 4.013541 6.937242 3.277239 0.473 -0.100 0.110 -0.02
C -5.458649 9.413652 1.202269 0.678 0.747 -0.256 -1.53
Br -4.974009 9.064122 -0.688451 0.031 -0.024 1.159 0.52
Br -6.618459 10.966382 1.221289 -0.124 -0.476 0.091 0.53
Br -3.928009 9.861882 2.403299 -0.659 -0.606 -0.874 0.50
H -5.946129 8.523502 1.599889 0.077 0.353 -0.119 -0.02
```
Forces are in eV/Å.

[3]
Molecular formula: C5H14NP
Method: DFT, wB97M-V/def2-TZVPD

Calculated values
**Relative energy (zero: lowest compared OMol25 entry of this formula, charge and spin)**: 434.64 kJ/mol
**F_max**: 4.71 eV Å⁻¹
**DFT total energy**: -16185.9179 eV

```
21
Properties=species:S:1:pos:R:3:forces:R:3:lowdin_charge:R:1
C 0.491290 -2.829542 0.284422 0.597 2.608 -2.126 -0.11
C -2.159589 -0.551508 -0.356127 -0.313 -1.146 3.258 -0.14
C -1.086824 1.648338 -0.575780 0.811 0.267 0.216 -0.14
C 0.911835 0.334359 1.772432 3.336 1.847 -2.760 -0.21
C 1.698456 0.128801 -1.321627 1.281 -2.832 -0.046 -0.23
N -0.940982 0.229285 -0.137915 -0.585 1.263 -0.840 -0.43
P 0.611890 -0.467613 0.072537 -1.918 -0.909 1.918 0.90
H 0.410951 -3.093923 1.326247 -0.083 0.633 1.115 -0.12
H 1.547785 -2.544945 0.113010 0.360 -1.225 -0.010 -0.16
H -2.128011 -1.010853 -1.278252 -0.452 -0.788 -2.338 0.04
H -2.256865 -1.455425 0.375496 0.503 1.657 -0.992 0.10
H -3.091681 0.042951 -0.180123 0.995 -0.200 -0.370 0.09
H -0.257676 2.229990 -0.089311 -0.952 -0.226 -0.367 0.07
H -1.048399 1.898990 -1.660623 0.445 -0.843 0.220 0.08
H -2.077965 2.077910 -0.341587 0.483 -0.410 0.693 0.07
H 0.415028 -0.259949 2.399715 -2.987 -2.217 2.182 -0.04
H 1.923379 0.059452 2.163641 -0.158 1.008 -0.682 0.05
H 0.612111 1.409017 1.886527 0.548 -1.023 -0.174 0.05
H 1.399601 -0.451402 -2.235174 -0.145 0.407 0.847 0.06
H 1.601051 1.153490 -1.563272 0.109 1.148 0.062 0.00
H 2.801095 -0.227952 -1.196773 -1.876 0.980 0.195 0.08
```
Forces are in eV/Å.